One molecule with the formula C5H7NO. Source: the Open Molecules 2025 dataset; level of theory: ωB97M-V/def2-TZVPD.

```
14
Properties=species:S:1:pos:R:3:nbo_charge:R:1
H -0.87 -1.75 -2.51 0.35
N -0.96 -0.83 -2.09 -0.68
C -0.45 -0.72 -0.94 0.57
O 0.22 -1.65 -0.19 -0.51
C 1.27 -0.96 0.54 -0.07
C 0.85 0.50 0.63 -0.27
C 0.92 1.31 -0.64 -0.39
C -0.34 0.60 -0.26 -0.30
H 2.16 -1.12 -0.07 0.18
H 1.46 -1.38 1.53 0.20
H 0.87 1.00 1.60 0.23
H 1.48 0.89 -1.47 0.22
H 0.92 2.39 -0.60 0.23
H -1.24 1.14 0.01 0.24
```

## Properties
- Structure (SMILES): [H]/N=C1\OC[C@H]2C[C@@H]12
- LUMO: 0.0369 Ha

---

One molecule with the formula C5H7NO2 in a non-equilibrium geometry. Source: the Open Molecules 2025 dataset; level of theory: ωB97M-V/def2-TZVPD.

```
15
Properties=species:S:1:pos:R:3:nbo_charge:R:1
O -1.71 -0.62 -0.86 -0.50
C -2.00 0.20 -0.14 0.50
C -0.83 1.16 0.44 -0.65
C 0.58 1.09 -0.09 0.67
O 1.21 1.93 -0.76 -0.54
N 1.06 -0.08 0.53 -0.46
C 1.75 -0.89 -0.34 -0.25
C 0.31 -1.34 -0.01 -0.27
H -3.13 0.57 0.01 0.13
H -0.86 0.98 1.61 0.26
H -1.17 2.20 0.55 0.25
H 2.65 -1.38 0.32 0.19
H 2.31 -0.56 -1.50 0.23
H -0.46 -1.16 -0.63 0.23
H 0.29 -2.10 0.87 0.20
```

## Properties
- Structure (SMILES): O=CCC(=O)N1CC1
- LUMO: 0.0231 Ha

---

One molecule with the formula C5H7NO2 in a non-equilibrium geometry. Source: the Open Molecules 2025 dataset; level of theory: ωB97M-V/def2-TZVPD.

```
15
Properties=species:S:1:pos:R:3:nbo_charge:R:1
O -0.67 1.88 -1.07 -0.52
C 0.32 1.50 -1.65 0.46
C 1.06 0.22 -1.32 -0.62
C 0.09 -0.75 -0.56 0.71
O -0.74 -1.27 -1.27 -0.57
N 0.15 -0.77 0.82 -0.47
C -0.96 -1.17 1.60 -0.25
C -0.31 0.18 1.74 -0.23
H 0.77 2.04 -2.58 0.12
H 2.04 0.39 -0.74 0.24
H 1.40 -0.29 -2.20 0.25
H -0.70 -2.04 2.25 0.20
H -1.97 -1.39 1.19 0.23
H -0.94 1.04 1.33 0.23
H 0.45 0.43 2.47 0.21
```

## Properties
- Structure (SMILES): O=CCC(=O)N1CC1
- LUMO: 0.0329 Ha

---

C5H7NO2 as an isolated structure in a non-equilibrium geometry. Source: the Open Molecules 2025 dataset; level of theory: ωB97M-V/def2-TZVPD.

```
15
Properties=species:S:1:pos:R:3:nbo_charge:R:1
C 0.83 0.88 0.28 -0.05
C 1.49 -1.26 0.04 -0.10
C 0.05 -0.98 -0.46 0.16
C -1.48 0.68 -0.09 -0.11
C -0.24 0.51 -0.57 -0.47
H 1.22 2.06 0.16 0.23
H 0.51 0.43 1.39 0.20
H 1.88 -2.15 -0.56 0.24
H 1.53 -1.32 1.42 0.19
H -1.86 0.98 1.02 0.21
H -2.46 1.21 -0.61 0.23
H -0.19 1.12 -1.53 0.25
N -1.06 -1.54 -0.12 -0.07
O 1.92 0.04 -0.35 -0.54
O -2.15 -0.67 0.00 -0.36
```

## Properties
- LUMO: 0.0219 Ha

---

A 3-piece molecular cluster, C5H7NO2 overall in a non-equilibrium geometry. Source: the Open Molecules 2025 dataset; level of theory: ωB97M-V/def2-TZVPD.

```
15
Properties=species:S:1:pos:R:3:lowdin_charge:R:1
C -2.41 1.12 0.02 0.04
C -1.29 0.61 -0.82 -0.03
C -1.03 1.23 0.39 -0.07
H -1.19 0.10 -1.81 0.10
H -0.22 1.53 1.04 0.08
O -4.78 -0.70 -0.98 0.21
C -4.84 -0.36 0.09 -0.52
O -4.87 -0.05 1.20 0.18
C 3.16 -0.47 0.65 -0.22
N 2.36 -0.48 -0.55 -0.08
H 2.99 0.42 1.20 0.06
H 2.91 -1.39 1.14 0.06
H 4.20 -0.62 0.64 0.05
H 2.53 -1.35 -1.10 0.08
H 2.47 0.41 -1.09 0.08
```

## Properties
- Structure (SMILES): C1=CC=1.O=C=O.CN
- LUMO: 0.0297 Ha

---

One molecule with the formula C5H7NO2 in a non-equilibrium geometry. Source: the Open Molecules 2025 dataset; level of theory: ωB97M-V/def2-TZVPD.

```
15
Properties=species:S:1:pos:R:3:nbo_charge:R:1
C -1.99 -0.72 0.28 -0.69
C -1.41 0.58 -0.37 -0.12
C -0.06 0.99 -0.34 -0.30
C 0.95 0.57 0.64 0.30
O 2.30 0.59 0.39 -0.47
C 2.50 -0.49 -0.35 0.31
N 1.32 -1.39 -0.50 -0.16
O 0.49 -0.84 0.59 -0.43
H -2.79 -0.23 1.20 0.22
H -1.17 -1.49 0.49 0.28
H -2.52 -1.33 -0.58 0.22
H -2.11 1.15 -1.19 0.22
H 0.16 1.97 -0.91 0.21
H 0.98 0.92 1.63 0.20
H 3.34 -0.26 -0.97 0.20
```

## Properties
- Structure (SMILES): C/C=C\[C@@H]1OC=NO1
- LUMO: 0.0177 Ha

---

One molecule with the formula C5H7NO2 in a non-equilibrium geometry. Source: the Open Molecules 2025 dataset; level of theory: ωB97M-V/def2-TZVPD.

```
15
Properties=species:S:1:pos:R:3:nbo_charge:R:1
C 2.84 -0.06 0.06 -0.31
C 1.47 -0.34 -0.11 -0.25
C 0.19 0.38 -0.04 0.11
N 0.32 1.72 -0.30 -0.07
O -0.92 2.36 0.15 -0.58
C -0.92 -0.67 -0.27 0.00
C -1.95 -0.65 0.63 -0.12
O -2.21 -0.16 -0.74 -0.50
H 3.25 0.87 -0.13 0.21
H 3.41 -1.09 0.02 0.21
H 1.37 -1.49 -0.25 0.19
H -1.44 1.78 -0.47 0.47
H -0.69 -1.45 -0.81 0.21
H -1.83 0.13 1.45 0.20
H -2.88 -1.33 0.80 0.23
```

## Properties
- Structure (SMILES): C=C/C(=N/O)[C@H]1CO1
- LUMO: -0.0233 Ha

---

A 2-piece molecular cluster, C5H7NO2 overall in a non-equilibrium geometry. Source: the Open Molecules 2025 dataset; level of theory: ωB97M-V/def2-TZVPD.

```
15
Properties=species:S:1:pos:R:3:nbo_charge:R:1
C 0.66 -0.42 1.87 -0.43
C 0.70 0.92 -0.13 0.60
C 0.65 -0.20 -1.11 -0.20
C -0.43 -0.91 -1.54 -0.30
C -1.56 -1.47 -0.50 0.38
H -0.50 -0.52 1.81 0.22
H 1.05 -1.34 1.35 0.20
H 0.96 -0.28 3.10 0.22
H 1.08 1.38 1.78 0.40
H 1.53 0.02 -1.84 0.26
H 0.17 -1.54 -2.27 0.24
H -1.94 -3.06 -0.17 0.17
N 1.01 0.69 1.12 -0.58
O 0.92 2.09 -0.62 -0.61
O -2.12 -0.46 0.23 -0.57
```

## Properties
- LUMO: -0.0302 Ha

---

A 2-piece molecular cluster, C5H7NO2 overall in a non-equilibrium geometry. Source: the Open Molecules 2025 dataset; level of theory: ωB97M-V/def2-TZVPD.

```
15
Properties=species:S:1:pos:R:3:nbo_charge:R:1
C -0.49 -0.45 0.24 0.16
C -0.71 -0.13 -1.34 -0.40
C 0.49 1.01 -1.01 -0.41
C 0.34 0.78 0.53 0.05
C 0.50 -1.42 0.65 -0.02
H -1.04 -0.34 1.93 0.45
H -0.62 -0.81 -2.06 0.21
H -1.62 0.65 -1.28 0.21
H 0.18 2.04 -1.25 0.22
H 1.44 0.69 -1.35 0.22
H -0.51 1.51 1.02 0.17
H 0.65 -2.41 0.63 0.22
N 1.49 -0.82 1.17 -0.12
O -1.54 -0.88 0.83 -0.61
O 1.43 0.58 1.30 -0.34
```

## Properties
- LUMO: 0.0035 Ha

---

One molecule with the formula C5H7NO3 in a non-equilibrium geometry. Source: the Open Molecules 2025 dataset; level of theory: ωB97M-V/def2-TZVPD.

```
16
Properties=species:S:1:pos:R:3:nbo_charge:R:1
C 1.82 -0.76 -0.13 1.03
C 0.66 1.87 -1.11 0.52
C -0.38 -1.46 -0.48 -0.07
C -0.57 0.05 0.00 -0.09
C -1.13 0.03 1.42 -0.65
N 0.56 0.87 -0.25 -0.64
O -0.21 2.29 -1.82 -0.62
O 2.93 -0.44 -0.05 -0.47
O 1.07 -1.67 -0.22 -0.45
H 1.76 2.21 -1.05 0.11
H -0.94 -2.09 0.32 0.24
H -0.45 -1.52 -1.52 0.22
H -1.49 0.41 -0.72 0.22
H -1.17 1.00 1.79 0.24
H -0.34 -0.28 2.17 0.20
H -2.11 -0.50 1.63 0.22
```

## Properties
- LUMO: 0.0130 Ha

---

One molecule with the formula C5H7NO4 in a non-equilibrium geometry. Source: the Open Molecules 2025 dataset; level of theory: ωB97M-V/def2-TZVPD.

```
17
Properties=species:S:1:pos:R:3:nbo_charge:R:1
H -1.21 5.81 -5.10 0.37
N -0.76 6.71 -4.68 -0.59
C -1.28 6.81 -3.54 0.41
O -2.28 5.87 -3.23 -0.69
C -1.52 8.14 -2.87 0.44
O -2.05 8.20 -1.79 -0.48
C -1.15 9.39 -3.69 0.50
O -1.95 9.85 -4.46 -0.46
C 0.23 9.93 -3.43 -0.17
O 0.48 11.04 -4.22 -0.51
C 1.76 11.59 -4.00 -0.25
H -2.72 6.12 -2.40 0.50
H 0.29 10.16 -2.34 0.20
H 0.95 9.11 -3.62 0.20
H 1.87 12.45 -4.68 0.20
H 2.56 10.86 -4.21 0.17
H 1.86 11.94 -2.96 0.17
```

## Properties
- Structure (SMILES): [H]/N=C(\O)C(=O)C(=O)COC
- LUMO: -0.0218 Ha

---

C5H7NO4P as an isolated structure in a non-equilibrium geometry. Source: the Open Molecules 2025 dataset; level of theory: ωB97M-V/def2-TZVPD.

```
18
Properties=species:S:1:pos:R:3:nbo_charge:R:1
C -0.27 -3.25 -0.32 -0.49
C -1.38 -4.02 -0.59 -0.05
C -0.76 -2.27 0.51 0.62
C -0.41 2.04 -0.26 -0.62
C 0.80 1.36 0.36 -0.78
N -2.41 -3.62 0.07 -0.21
O 2.29 -0.97 -0.30 -1.11
O 0.08 -0.48 -1.66 -1.11
O -2.07 -2.58 0.79 -0.30
O -0.29 -1.19 1.09 -0.78
P 0.97 -0.33 -0.48 2.28
H 0.73 -3.53 -0.67 0.24
H -1.49 -4.93 -1.17 0.19
H -1.06 1.22 -0.37 0.24
H -0.86 2.85 0.37 0.19
H -0.30 2.44 -1.21 0.20
H 0.64 1.05 1.40 0.25
H 1.85 1.88 0.45 0.22
```

## Properties
- Net charge: -1
- LUMO: 0.1410 Ha

---

A 2-piece molecular cluster, C5H7NO5 overall in a non-equilibrium geometry. Source: the Open Molecules 2025 dataset; level of theory: ωB97M-V/def2-TZVPD.

```
18
Properties=species:S:1:pos:R:3:mulliken_spin:R:1
O 1.68 -2.15 -1.40 0.95
O 1.51 -3.07 -0.59 1.04
C 0.86 1.10 -1.35 0.00
C 0.63 0.28 -0.16 -0.09
C -0.75 -0.21 0.07 0.03
O -1.49 0.79 0.78 0.00
N -2.99 0.71 0.49 0.00
O -3.32 -0.04 -0.40 0.00
O -3.60 1.46 1.21 0.00
C 1.55 -0.01 0.89 -0.01
C 1.01 -0.72 1.93 0.95
H 1.86 1.54 -1.36 0.00
H 0.75 0.51 -2.27 -0.01
H 0.14 1.93 -1.42 0.00
H -1.28 -0.45 -0.85 0.00
H -0.65 -1.08 0.73 0.04
H 2.59 0.36 0.83 0.06
H 1.52 -0.96 2.88 0.04
```

## Properties
- Spin multiplicity: 4
- Net charge: +1
- Expectation value of S²: 3.79
- LUMO (alpha / beta): -0.2706 / -0.2619 Ha

---

One molecule with the formula C5H7NOS in a non-equilibrium geometry. Source: the Open Molecules 2025 dataset; level of theory: ωB97M-V/def2-TZVPD.

```
15
Properties=species:S:1:pos:R:3:nbo_charge:R:1
C -1.05 -1.56 1.28 -0.30
C 0.11 -0.80 0.95 -0.26
C -1.74 -1.74 0.12 -0.03
C 0.05 -0.47 -0.35 -0.12
C -0.13 1.49 -2.45 -0.85
N -1.14 -1.05 -0.91 -0.55
O 1.87 -0.20 -2.28 -0.98
S 1.07 0.65 -1.39 1.26
H -1.32 -1.96 2.25 0.23
H 0.97 -0.49 1.46 0.23
H -2.73 -2.08 -0.03 0.21
H 0.07 1.12 -3.48 0.25
H 0.21 2.53 -2.53 0.24
H -1.10 1.54 -2.10 0.24
H -1.19 -1.18 -1.92 0.42
```

## Properties
- LUMO: 0.0291 Ha

---

One molecule with the formula C5H7NOS in a non-equilibrium geometry. Source: the Open Molecules 2025 dataset; level of theory: ωB97M-V/def2-TZVPD.

```
15
Properties=species:S:1:pos:R:3:nbo_charge:R:1
C 2.83 -0.29 1.54 -0.32
C 2.02 -0.06 0.44 -0.29
C 0.51 0.31 0.49 0.47
O 0.10 0.78 1.59 -0.53
C -0.39 0.00 -0.61 0.02
S -0.25 -1.40 -1.55 -0.18
N -1.57 0.51 -0.62 -0.52
C -2.42 1.49 0.27 -0.41
H 2.40 0.25 2.36 0.21
H 3.92 -0.53 1.56 0.22
H 2.49 -0.48 -0.53 0.22
H -2.34 -0.21 -1.25 0.42
H -3.07 1.83 -0.51 0.21
H -2.89 0.95 1.18 0.23
H -1.63 2.21 0.67 0.24
```

## Properties
- Structure (SMILES): C=CC(=O)C(=S)NC
- LUMO: -0.0398 Ha

---

C5H7NOS as an isolated structure in a non-equilibrium geometry. Source: the Open Molecules 2025 dataset; level of theory: ωB97M-V/def2-TZVPD.

```
15
Properties=species:S:1:pos:R:3:nbo_charge:R:1
C 1.96 -0.11 0.77 -0.28
C 0.26 -0.41 -0.97 -0.08
C -1.56 -0.73 0.41 0.05
C -0.94 0.32 -0.32 -0.14
C -1.32 1.57 -0.42 -0.31
H 3.09 0.27 0.75 0.20
H 1.75 -1.13 1.08 0.20
H 1.45 0.74 1.34 0.17
H 0.12 -0.16 -2.08 0.23
H -2.44 -0.45 1.03 0.18
H -0.47 2.31 -0.82 0.22
H -2.26 1.89 -0.09 0.21
N -1.28 -1.90 0.49 -0.47
O 1.61 -0.01 -0.58 -0.54
S 0.02 -2.20 -0.59 0.35
```

## Properties
- LUMO: 0.0032 Ha